No. 1
The following is a DFT calculation (ωB97M-V/def2-TZVPD) of a cluster of 8 separate species, C63H102F2N10O8S3 in total in a non-equilibrium geometry.

The spin multiplicity is 2. As for the charge: +5. The value obtained for the HOMO-LUMO gap (spin up / spin down) is 0.08050 / 0.18287 hartree. Its expectation value of S² is 0.767. Its electronic energy is -136156.826 eV. Its LUMO energy (spin up / spin down) is -11.8 / -11.8 eV.

Last column: Löwdin spin population.
Positions of all 188 atoms, in Å:
S1 -0.79860 -0.36319 0.19707  0.000
O1 -0.02522 -0.45635 1.45032  0.000
O2 -0.62231 -1.60066 -0.51163  0.000
O3 -2.21545 -0.14791 0.48048  0.000
O4 -0.34868 0.72606 -0.65338  0.000
C1 -0.78131 3.13883 -3.11634  0.006
N1 0.68906 3.11356 -3.43770  0.124
C2 1.42830 2.00722 -3.03980  0.052
C3 2.79276 1.97634 -3.31489  0.048
C4 3.37310 3.04336 -4.00061  0.111
C5 2.62996 4.10919 -4.46677  0.044
C6 1.27496 4.11027 -4.15316  0.060
C7 4.83207 2.94700 -4.27721  0.131
C8 5.56893 4.11594 -4.18730  0.059
C9 6.93753 4.09697 -4.17191  0.078
N2 7.56789 2.96021 -4.38389  0.138
C10 6.92120 1.77165 -4.37171  0.038
C11 5.55026 1.73540 -4.28285  0.051
C12 9.08390 3.05793 -4.50247  0.006
H1 -1.42521 2.83284 -3.94088  0.004
H2 -0.96351 4.18648 -2.87691  0.002
H3 -0.93437 2.47853 -2.26271  0.000
H4 0.95413 1.23942 -2.44646  0.002
H5 3.34101 1.09321 -3.02181  0.002
H6 3.18715 4.82555 -5.05223  0.001
H7 0.59943 4.81410 -4.61652  0.004
H8 5.08295 5.08041 -4.18234  0.002
H9 7.50121 5.01694 -4.12364  0.006
H10 7.54192 0.91114 -4.57324  0.002
H11 5.06630 0.77886 -4.41407  0.002
H12 9.53055 3.72941 -3.76918  0.002
H13 9.28391 3.36862 -5.52793  0.003
H14 9.55264 2.09487 -4.30019  0.000
C13 -3.15017 2.79469 -0.25141  0.000
N3 -2.98024 3.15104 1.20379  0.000
C14 -3.80429 4.09305 1.85877  0.000
C15 -3.33026 4.58805 3.09874  0.000
C16 -2.07977 4.21332 3.63405  0.000
C17 -1.33616 3.24792 2.94280  0.000
C18 -1.76572 2.72241 1.73789  0.000
C19 -1.51338 4.74390 4.88279  0.000
C20 -2.29558 4.89122 6.03217  0.000
C21 -1.61802 5.32561 7.19689  0.000
N4 -0.30747 5.77265 7.11026  0.000
C22 0.45078 5.75456 5.99920  0.000
C23 -0.18988 5.21893 4.90055  0.000
C24 0.23215 6.38609 8.35090  0.000
H15 -4.13533 3.06133 -0.63411  0.000
H16 -3.18801 1.70704 -0.31205  0.000
H17 -2.38202 3.20701 -0.90566  0.000
H18 -4.74176 4.35055 1.38842  0.000
H19 -3.91515 5.34720 3.59673  0.000
H20 -0.33837 2.89198 3.15287  0.000
H21 -1.07494 2.15864 1.12847  0.000
H22 -3.35779 4.73647 6.15114  0.000
H23 -1.99673 5.45782 8.19964  0.000
H24 1.43025 6.20294 6.07664  0.000
H25 0.31969 5.16643 3.94978  0.000
H26 1.02703 7.08662 8.09491  0.000
H27 0.70625 5.63202 8.97915  0.000
H28 -0.47147 7.02706 8.88211  0.000
C25 2.14430 2.24427 1.11051  0.001
N5 3.27022 1.52462 0.50514  0.001
C26 4.49799 2.13918 0.49525  0.002
C27 5.54118 1.51984 -0.17456  0.001
C28 5.42603 0.26339 -0.79872  0.001
C29 4.15514 -0.41082 -0.62658  0.002
C30 3.13637 0.28692 0.01380  0.001
C31 6.56131 -0.51883 -1.40141  0.002
C32 6.35274 -1.10485 -2.64700  0.002
C33 7.34756 -1.87264 -3.28541  0.002
N6 8.53852 -1.98497 -2.67037  0.001
C34 8.79085 -1.41991 -1.43586  0.000
C35 7.80215 -0.69146 -0.77894  0.001
C36 9.59229 -2.86925 -3.19517  0.000
H29 1.28776 2.33754 0.44287  0.000
H30 2.47893 3.24130 1.39696  0.000
H31 1.85790 1.73276 2.02944  0.000
H32 4.62120 3.08352 1.00460  0.000
H33 6.52415 1.95166 -0.29160  0.000
H34 4.00137 -1.38640 -1.06361  0.000
H35 2.20026 -0.20553 0.23197  0.000
H36 5.42205 -1.04919 -3.19207  0.000
H37 7.22352 -2.13602 -4.32544  0.000
H38 9.82349 -1.50648 -1.13163  0.000
H39 7.86833 -0.29131 0.22201  0.000
H40 9.55550 -3.82393 -2.67045  0.000
H41 10.55526 -2.44761 -2.90705  0.000
H42 9.53816 -2.88695 -4.28368  0.000
C37 -1.09696 -3.01823 -6.79136  0.000
C38 -1.71354 -1.92819 -5.98830  0.000
C39 -2.34146 -2.34104 -4.62985  0.000
N7 -2.83968 -1.15804 -3.62875  0.000
C40 -3.36290 -1.76831 -2.29750  0.000
C41 -4.68154 -2.65104 -2.44373  0.000
C42 -5.80899 -1.99426 -3.28258  0.000
C43 -5.30323 -1.18758 -4.58340  0.000
C44 -3.97430 -0.37327 -4.40661  0.000
C45 -1.64675 -0.25135 -3.37164  0.000
H43 -1.55025 -4.00060 -6.65877  0.000
H44 -0.10083 -3.14255 -6.36665  0.000
H45 -0.81901 -2.80102 -7.82270  0.000
H46 -2.41508 -1.37216 -6.61022  0.000
H47 -0.93949 -1.23980 -5.64908  0.000
H48 -1.68887 -2.86676 -3.93283  0.000
H49 -3.25330 -2.93543 -4.68776  0.000
H50 -2.57645 -2.44925 -1.97203  0.000
H51 -3.46091 -1.04461 -1.48834  0.000
H52 -4.38828 -3.62962 -2.82384  0.000
H53 -5.14671 -2.73694 -1.46172  0.000
H54 -6.52245 -2.76894 -3.56354  0.000
H55 -6.40433 -1.29693 -2.69317  0.000
H56 -5.05232 -1.87077 -5.39482  0.000
H57 -6.10156 -0.54352 -4.95212  0.000
H58 -3.60678 -0.08806 -5.39235  0.000
H59 -4.10583 0.47933 -3.74037  0.000
H60 -0.82649 -0.75918 -2.86430  0.000
H61 -2.10865 0.42799 -2.65522  0.000
H62 -1.19582 0.10443 -4.29802  0.000
C46 -2.94160 1.80444 7.01148  0.000
C47 -3.39198 1.53144 5.55473  0.000
C48 -4.45697 0.41555 5.55947  0.000
N8 -5.11751 0.10662 4.19982  0.000
C49 -6.24414 -0.87831 4.42721  0.000
C50 -7.00516 -1.37182 3.20937  0.000
C51 -5.96547 -1.94127 2.26034  0.000
C52 -4.74135 -1.05585 2.02908  0.000
C53 -4.08610 -0.64144 3.31327  0.000
C54 -5.62459 1.41399 3.56575  0.000
H63 -2.03010 2.39872 6.94746  0.000
H64 -2.69992 0.86295 7.50472  0.000
H65 -3.68000 2.20613 7.70538  0.000
H66 -2.60011 1.43551 4.81187  0.000
H67 -3.89337 2.47221 5.32742  0.000
H68 -5.36090 0.67709 6.10956  0.000
H69 -4.16607 -0.57661 5.90456  0.000
H70 -5.81322 -1.77186 4.87885  0.000
H71 -6.92318 -0.43497 5.15553  0.000
H72 -7.80890 -2.05857 3.47486  0.000
H73 -7.47495 -0.52427 2.71032  0.000
H74 -5.78913 -2.91613 2.71493  0.000
H75 -6.45721 -2.18660 1.31901  0.000
H76 -3.96309 -1.62171 1.51701  0.000
H77 -4.81884 -0.12986 1.45930  0.000
H78 -3.73424 -1.44407 3.96140  0.000
H79 -3.34025 0.12781 3.11309  0.000
H80 -4.85979 2.13166 3.26888  0.000
H81 -6.29809 1.86491 4.29457  0.000
H82 -6.16618 1.19501 2.64552  0.000
C55 -2.10639 -5.41609 -1.34802  0.000
C56 -1.54769 -4.55661 -0.14216  0.000
C57 -1.39277 -5.31505 1.18068  0.000
N9 -0.78178 -4.51956 2.35033  0.000
C58 -0.57583 -5.34047 3.58385  0.000
C59 0.29892 -4.71504 4.70510  0.000
C60 1.64523 -4.31829 4.15102  0.000
C61 1.51723 -3.41882 2.92812  0.000
C62 0.60558 -4.07120 1.83636  0.000
C63 -1.55993 -3.28227 2.75518  0.000
H83 -1.72050 -6.43484 -1.38453  0.000
H84 -2.15520 -4.94584 -2.33015  0.000
H85 -3.17806 -5.54487 -1.19619  0.000
H86 -2.15843 -3.65978 -0.03831  0.000
H87 -0.55094 -4.25218 -0.46140  0.000
H88 -0.68654 -6.12936 1.01869  0.000
H89 -2.35809 -5.62596 1.58016  0.000
H90 -0.22155 -6.31728 3.25456  0.000
H91 -1.58673 -5.66411 3.83170  0.000
H92 0.41874 -5.38619 5.55557  0.000
H93 -0.16442 -3.79348 5.05746  0.000
H94 2.15233 -5.19133 3.74023  0.000
H95 2.21897 -3.88587 4.97073  0.000
H96 2.51114 -3.20584 2.53457  0.000
H97 1.11447 -2.43224 3.15738  0.000
H98 1.03781 -4.94610 1.35076  0.000
H99 0.48380 -3.31769 1.05823  0.000
H100 -1.52337 -2.61288 1.89571  0.000
H101 -0.97094 -2.71162 3.47320  0.000
H102 -2.50472 -3.51764 3.24517  0.000
N10 3.22280 -1.95001 -3.48057  0.000
S2 3.49974 -2.21563 -5.13362  0.000
O5 4.13215 -1.07214 -5.84886  0.000
O6 2.78983 -3.23346 -5.91299  0.000
F1 4.85482 -3.06343 -4.90319  0.000
S3 1.70647 -1.91073 -3.60292  0.000
O7 1.02273 -3.17444 -3.58354  0.000
O8 1.13352 -0.84786 -4.39731  0.002
F2 1.37791 -1.33613 -2.12141  0.000

No. 2
The following is a DFT calculation (ωB97M-V/def2-TZVPD) of a cluster of 21 separate species, C63H108N28O7 in total in a non-equilibrium geometry.

The spin multiplicity is 1. As for the charge: 0. The value obtained for the HOMO-LUMO gap is 0.28133 hartree. Its electronic energy is -123134.790 eV. Its LUMO energy is 0.3 eV.

Last column: Löwdin charge in e.
Positions of all 206 atoms, in Å:
C1 5.10336 10.23069 26.82843  -0.791
O1 5.96675 9.37637 27.04293  -0.021
N1 4.75387 10.97280 27.80189  0.228
N2 4.54749 10.38034 25.70734  0.218
H1 5.20007 10.95855 28.70788  0.095
H2 3.99817 11.62582 27.65160  0.095
H3 3.88270 11.11083 25.49631  0.088
H4 4.87946 9.85420 24.91168  0.064
C2 3.82790 5.16993 18.16799  -0.788
O2 3.24596 6.15188 17.75228  0.017
N3 3.89555 4.96055 19.44261  0.203
N4 4.14922 4.13875 17.48181  0.192
H5 3.26378 5.50155 20.01556  0.094
H6 4.37384 4.10461 19.68492  0.045
H7 4.46740 3.27151 17.89018  0.073
H8 3.97123 4.15723 16.48779  0.127
C3 11.72327 6.27644 24.94304  -0.786
O3 12.24090 6.30546 23.87281  0.025
N5 11.64859 5.20557 25.71772  0.205
N6 11.23495 7.34362 25.40698  0.204
H9 12.27889 4.45346 25.47865  0.112
H10 11.04313 5.10616 26.51999  0.070
H11 11.03168 7.33535 26.39628  0.062
H12 11.13264 8.19326 24.87057  0.092
C4 10.84646 6.14593 20.79473  -0.793
O4 10.49200 5.94284 19.64350  -0.006
N7 12.09383 5.85188 21.16760  0.150
N8 10.30326 6.77509 21.76586  0.191
H13 12.18686 5.78756 22.17125  0.044
H14 12.78692 5.62849 20.46772  0.109
H15 9.30970 6.88258 21.61963  0.052
H16 10.81102 6.88283 22.63227  0.078
C5 6.56284 5.98306 28.86754  -0.833
O5 7.16723 5.13855 29.52144  0.009
N9 5.30817 6.04238 28.78937  0.189
N10 7.15674 6.84319 28.12906  0.210
H17 4.68839 5.61634 29.46352  0.125
H18 4.93750 6.50979 27.97436  0.100
H19 6.78988 7.37252 27.35105  0.062
H20 8.11499 6.94945 28.43001  0.077
C6 10.70476 6.59824 28.95560  -0.797
O6 10.17882 7.22125 28.08504  0.008
N11 11.20603 7.21871 29.98999  0.191
N12 10.49248 5.36254 29.19753  0.201
H21 11.05568 8.20728 30.13223  0.083
H22 11.44402 6.62785 30.77379  0.113
H23 10.81989 5.00187 30.08231  0.125
H24 9.88704 4.87394 28.55347  0.039
C7 6.99164 7.97935 20.38572  -0.795
O7 7.68015 7.39093 21.16104  0.042
N13 6.56547 9.20602 20.54866  0.176
N14 6.43934 7.45869 19.36776  0.213
H25 5.79261 9.65272 20.07619  0.074
H26 6.91567 9.75332 21.32191  0.069
H27 5.87298 8.11349 18.84760  0.102
H28 6.74238 6.52900 19.11486  0.135
C8 8.73101 11.98281 25.14514  -0.097
C9 9.23521 12.47235 23.72483  -0.243
C10 10.72899 12.75146 23.78215  -0.187
C11 11.55069 11.48613 23.83219  -0.178
N15 12.07224 10.47021 24.00552  0.159
H29 8.91615 12.75950 25.88715  0.067
H30 9.20588 11.06167 25.48291  0.057
H31 7.65906 11.79610 25.20959  0.044
H32 8.65089 13.38360 23.59723  0.098
H33 8.93089 11.88807 22.85644  0.103
H34 10.92831 13.47044 24.57679  0.116
H35 10.94024 13.25841 22.84062  0.110
C12 12.74438 9.50606 27.72922  -0.107
C13 11.73581 10.56267 28.17840  -0.234
C14 12.17165 11.49492 29.30301  -0.159
C15 12.56315 10.69836 30.54524  -0.254
N16 12.83433 10.07556 31.44635  0.134
H36 13.04285 8.74550 28.45071  0.066
H37 13.73982 9.90615 27.53655  0.075
H38 12.52703 9.12482 26.73147  0.048
H39 10.81410 10.03327 28.41979  0.089
H40 11.70261 11.25189 27.33461  0.098
H41 11.56280 12.22900 29.83075  0.100
H42 13.11969 12.02432 29.20786  0.112
C16 1.52860 8.72870 26.86359  -0.114
C17 1.00046 7.36598 26.52883  -0.205
C18 1.41213 6.27079 27.66948  -0.155
C19 0.37067 6.21023 28.67836  -0.241
N17 -0.39525 6.17736 29.53613  0.147
H43 1.80345 8.79474 27.91631  0.042
H44 0.73673 9.44739 26.65255  0.068
H45 2.56425 8.89139 26.56517  0.069
H46 1.51041 7.16622 25.58641  0.092
H47 -0.07762 7.40190 26.37216  0.107
H48 2.44034 6.46393 27.97540  0.081
H49 1.51882 5.29733 27.19085  0.092
C20 7.68656 2.45571 24.26394  -0.123
C21 7.93645 1.18175 25.03466  -0.244
C22 7.60176 1.36343 26.50636  -0.151
C23 8.30253 2.59385 27.00264  -0.157
N18 8.87173 3.54921 27.34354  0.187
H50 6.74143 2.99766 24.23045  0.064
H51 7.85607 2.14883 23.23186  0.062
H52 8.38754 3.21217 24.61676  0.057
H53 8.93013 0.76770 24.86360  0.115
H54 7.32108 0.38130 24.62393  0.111
H55 7.91773 0.48354 27.06676  0.119
H56 6.54935 1.57735 26.69280  0.099
C24 5.99086 6.22390 24.74971  -0.114
C25 7.42451 6.36767 24.55393  -0.240
C26 7.91539 7.85773 24.57226  -0.123
C27 7.04862 8.86452 23.93185  -0.166
N19 6.37788 9.76395 23.50613  0.150
H57 5.78139 5.16608 24.59089  0.067
H58 5.45129 6.77787 23.98154  0.055
H59 5.72586 6.64615 25.71904  0.062
H60 7.63017 5.99922 23.54891  0.092
H61 8.01026 5.64335 25.11993  0.103
H62 8.89401 8.09375 24.15429  0.100
H63 7.84090 8.27055 25.57830  0.095
N20 2.83053 13.89230 21.70313  0.019
C28 3.35858 15.11970 22.09343  -0.105
C29 4.43420 14.83704 22.96403  -0.129
C30 4.68250 13.45654 22.97760  -0.129
C31 3.61914 12.89557 22.26491  -0.157
H64 1.99523 13.76424 21.14997  0.146
H65 2.96200 16.05778 21.73413  0.099
H66 5.09541 15.42200 23.58614  0.087
H67 5.54927 12.99326 23.42537  0.085
H68 3.36447 11.86103 22.08808  0.098
N21 2.40631 13.93666 27.77026  -0.003
C32 2.96070 14.04404 26.49065  -0.122
C33 2.40251 13.05590 25.71082  -0.150
C34 1.39555 12.35072 26.44631  -0.074
C35 1.37342 12.98780 27.75619  -0.095
H69 2.56463 14.57439 28.53730  0.140
H70 3.65124 14.82527 26.20912  0.104
H71 2.76518 12.79614 24.72725  0.063
H72 0.81681 11.53444 26.03995  0.071
H73 0.86843 12.80523 28.69323  0.098
N22 4.90517 10.24468 31.20979  0.013
C36 4.88116 8.95986 30.70368  -0.120
C37 3.65535 8.79468 30.08594  -0.110
C38 3.06555 10.07663 30.03348  -0.145
C39 3.73675 10.90527 30.91072  -0.136
H74 5.64043 10.80287 31.61956  0.141
H75 5.59974 8.16771 30.85387  0.102
H76 3.21610 7.87165 29.73738  0.072
H77 2.23268 10.33839 29.39770  0.075
H78 3.66577 11.94878 31.17989  0.106
N23 11.41505 1.88603 20.76466  0.016
C40 12.04049 2.03887 21.91944  -0.179
C41 11.13130 2.50379 22.80819  -0.129
C42 10.10997 3.07841 22.07119  -0.115
C43 10.46647 2.87248 20.73497  -0.117
H79 11.77529 1.46565 19.91991  0.152
H80 13.03445 1.62066 21.97897  0.112
H81 11.30255 2.51281 23.87448  0.088
H82 9.21262 3.55317 22.43966  0.071
H83 9.98351 3.11396 19.79964  0.099
N24 3.84091 2.81354 27.31350  0.030
C44 3.63763 3.26820 26.01576  -0.157
C45 3.57475 2.22067 25.19396  -0.131
C46 3.42317 1.06321 25.96937  -0.098
C47 3.66995 1.44279 27.27550  -0.140
H84 3.85985 3.28434 28.20685  0.135
H85 3.56038 4.33273 25.85081  0.100
H86 3.50623 2.42587 24.13584  0.070
H87 3.18270 0.03393 25.74766  0.094
H88 3.63153 0.88324 28.19844  0.110
N25 3.51077 7.26721 21.82963  0.035
C48 2.16457 7.57563 21.67639  -0.117
C49 1.40991 6.45111 22.09226  -0.124
C50 2.28413 5.42457 22.45778  -0.098
C51 3.60929 5.99662 22.33424  -0.157
H89 4.31192 7.85226 21.63998  0.124
H90 1.70652 8.43975 21.21825  0.099
H91 0.35663 6.55200 22.30863  0.090
H92 2.12925 4.40568 22.78072  0.078
H93 4.57226 5.52481 22.46273  0.082
N26 4.67915 1.90496 20.28278  0.002
C52 4.74821 2.77695 21.31979  -0.125
C53 6.00379 3.42465 21.15602  -0.114
C54 6.57429 3.05675 19.92649  -0.066
C55 5.69804 2.09507 19.41158  -0.165
H94 3.91243 1.26383 20.13725  0.162
H95 3.99602 2.76829 22.09474  0.089
H96 6.44149 4.16565 21.80851  0.088
H97 7.57963 3.34539 19.65745  0.095
H98 5.71215 1.60122 18.45120  0.114
N27 7.95085 9.87348 29.24278  0.022
C56 8.47199 9.22425 30.33003  -0.159
C57 8.95852 10.17348 31.22103  -0.097
C58 8.72392 11.41112 30.55943  -0.137
C59 8.10624 11.21757 29.31911  -0.129
H99 7.55090 9.29407 28.51860  0.094
H100 8.41782 8.15118 30.43953  0.107
H101 9.37196 9.89844 32.18011  0.095
H102 8.92673 12.37604 31.00012  0.083
H103 7.55998 11.88684 28.67098  0.104
N28 2.85029 9.14547 17.64238  0.033
C60 3.66231 9.67822 18.55459  -0.190
C61 3.91901 11.00131 18.20897  -0.106
C62 3.19342 11.27637 17.00775  -0.111
C63 2.53267 10.12348 16.70126  -0.126
H104 2.51532 8.19747 17.54637  0.114
H105 3.91319 9.17444 19.47636  0.079
H106 4.58033 11.70015 18.69956  0.084
H107 3.13668 12.21481 16.47623  0.091
H108 2.06081 9.85773 15.76685  0.107

Question: Which value of electronic energy does entry 2 give?
Answer: -123134.790 eV